Model w:
Entry from the OMol25 dataset: a molecular structure, C3H4N2S (ωB97M-V/def2-TZVPD).

Positions of all 10 atoms, in Å:
C 1.848 -0.960 -0.055
C 2.966 -0.292 0.014
C -0.336 0.056 -0.049
N 0.490 -0.902 0.000
N -0.040 1.495 -0.169
S 4.373 0.345 -0.076
H 2.132 -2.044 -0.099
H 0.299 2.550 -0.868
H -1.455 -0.085 -0.061
H -0.818 1.893 0.294

- highest occupied orbital energy (eV) = -7.90
- molecular weight (Da) = 100.15

Model x:
Entry from the OMol25 dataset: C3H4N2S in the gas phase (ωB97M-V/def2-TZVPD).

Positions of all 10 atoms, in Å:
C 0.052 -0.087 0.537
C -0.359 0.740 1.785
C 0.435 -1.983 -0.998
N -0.603 2.989 0.257
N 0.333 -1.130 0.049
S -0.750 2.330 1.770
H -0.383 -1.893 -1.706
H 1.557 -1.865 -1.584
H 0.355 -3.076 -0.639
H -0.638 3.975 0.528

- highest occupied orbital energy (alpha / beta) (eV) = -8.11 / -8.12
- molecular weight (Da) = 100.15

model w is favored, and the nearest alternative lies 0.0410 hartree above it.

Model w:
Entry from the OMol25 dataset: C3H4N2S in the gas phase (ωB97M-V/def2-TZVPD).

Positions of all 10 atoms, in Å:
S -0.848 -2.367 -1.017
C -0.476 -0.928 -0.186
C 0.821 -0.357 0.344
C 0.536 1.175 0.300
N -0.649 1.398 -0.009
N -1.380 0.165 -0.013
H 1.732 -0.506 -0.437
H 1.266 -0.729 1.275
H 1.266 1.851 0.549
H -2.267 0.298 -0.807

- SMILES string = S=C1CC=NN1
- highest occupied orbital energy (eV) = -8.76
- molecular weight (Da) = 100.15

Model x:
Entry from the OMol25 dataset: 2 unconnected molecules or ions with the total composition C3H4N2S (ωB97M-V/def2-TZVPD).

Positions of all 10 atoms, in Å:
C -0.505 -0.404 0.631
C 3.127 0.004 -0.049
C -2.571 0.210 -0.514
N -1.567 -0.092 0.159
N 2.023 -0.320 -0.469
S 4.602 0.413 0.189
H -0.254 -0.560 1.675
H -3.397 -0.237 -0.997
H -2.514 1.329 -0.458
H 1.054 -0.344 -0.166

- highest occupied orbital energy (eV) = -8.71
- molecular weight (Da) = 100.15

model w is favored, and the nearest alternative lies 0.0509 hartree above it.

Model w:
Entry from the OMol25 dataset: a molecular structure, C12H14F6I2IrNO4S2 (ωB97M-V/def2-TZVPD).

Positions of all 42 atoms, in Å:
Ir 1.070 -0.424 -0.892
C 1.414 -1.746 2.470
C 0.808 -0.491 2.007
C -0.499 -0.150 2.437
C -1.043 1.112 2.230
C -2.380 1.483 2.768
C -0.266 2.047 1.519
C 1.060 1.749 1.049
C 1.903 2.870 0.597
C 1.553 0.422 1.161
H 1.624 -1.625 3.546
H 2.355 -1.988 1.981
H 0.710 -2.580 2.407
H -1.070 -0.895 2.983
H -2.280 1.736 3.829
H -3.076 0.647 2.703
H -2.799 2.350 2.261
H -0.655 3.045 1.349
H 2.136 3.472 1.490
H 1.359 3.547 -0.068
H 2.844 2.553 0.158
H 2.636 0.325 1.195
I 3.455 -1.477 -1.095
C 3.922 0.001 -2.582
I 2.128 1.191 -2.622
H 4.054 -0.483 -3.545
H 4.778 0.590 -2.271
F -4.166 0.741 -2.449
C -3.345 0.976 -1.468
F -3.203 2.262 -1.234
F -3.691 0.335 -0.369
S -1.651 0.355 -1.977
O -0.804 0.543 -0.732
O -1.142 1.075 -3.097
N -1.880 -1.205 -2.138
S -0.675 -2.104 -1.794
O -0.223 -2.085 -0.349
O 0.569 -1.673 -2.524
C -1.299 -3.878 -2.187
F -1.566 -3.913 -3.456
F -2.349 -4.036 -1.437
F -0.318 -4.671 -1.853

- total charge = +3
- highest occupied orbital energy (alpha / beta) (eV) = -19.76 / -19.87
- 2S+1 = 2
- molecular weight (Da) = 860.39
- ⟨S²⟩ = 0.78

Model x:
Entry from the OMol25 dataset: a molecular structure, C12H14F6I2IrNO4S2 (ωB97M-V/def2-TZVPD).

Positions of all 42 atoms, in Å:
Ir -0.551 0.816 -0.572
C 0.329 0.153 3.523
C -0.472 -0.273 2.349
C -0.423 -1.582 1.870
C -1.161 -1.990 0.779
C -1.118 -3.387 0.271
C -2.068 -1.030 0.167
C -2.294 0.243 0.717
C -3.577 0.995 0.463
C -1.391 0.647 1.732
H -0.177 -0.226 4.421
H 0.408 1.233 3.617
H 1.319 -0.302 3.511
H 0.235 -2.291 2.356
H -1.681 -4.020 0.968
H -0.097 -3.769 0.271
H -1.566 -3.499 -0.714
H -2.736 -1.370 -0.619
H -3.479 2.059 0.654
H -4.323 0.613 1.164
H -3.960 0.828 -0.543
H -1.516 1.625 2.185
I -1.381 3.316 -0.978
C -1.278 2.819 -3.031
I -1.486 0.707 -3.027
H -0.297 3.074 -3.415
H -2.104 3.276 -3.565
F 2.839 3.705 -0.114
C 3.475 2.556 -0.107
F 4.379 2.475 -1.036
F 3.926 2.245 1.074
S 2.142 1.262 -0.487
O 1.247 1.108 0.726
O 1.158 1.732 -1.537
N 2.894 -0.013 -0.828
S 1.953 -1.311 -0.846
O 0.521 -0.881 -1.215
O 2.083 -2.136 0.300
C 2.481 -2.209 -2.382
F 2.298 -1.405 -3.414
F 3.738 -2.518 -2.222
F 1.713 -3.275 -2.469

- total charge = +3
- highest occupied orbital energy (alpha / beta) (eV) = -19.41 / -20.03
- 2S+1 = 2
- molecular weight (Da) = 860.39
- ⟨S²⟩ = 0.78

model w is favored, and the nearest alternative lies 0.0205 hartree above it.